The molecule C4H8N2O. Source: OMol25; level of theory: ωB97M-V/def2-TZVPD.

Geometry as XYZ:
```
15
Properties=species:S:1:pos:R:3:lowdin_charge:R:1
N 1.1907 -1.8037 -0.2392 0.167
C -0.1226 -1.7347 -0.5799 -0.535
O -0.7046 -2.5812 -1.2344 0.037
C -0.8504 -0.4834 -0.0992 -0.130
N 0.0001 0.4277 0.6456 -0.147
C -0.5189 1.7686 0.8340 -0.140
C 0.5954 1.5167 -0.1121 -0.140
H 1.6740 -2.6693 -0.4230 0.111
H 1.5514 -1.1662 0.4549 0.091
H -1.3143 -0.0178 -0.9847 0.131
H -1.6661 -0.8195 0.5502 0.135
H -1.4931 1.9974 0.4011 0.107
H -0.3318 2.2188 1.8060 0.103
H 0.3737 1.5713 -1.1780 0.109
H 1.6165 1.7754 0.1586 0.101
```

Kohn-Sham gap   10.6 eV
Structure (SMILES)   NC(=O)CN1CC1
Spin multiplicity   1
ΔE to the lowest compared entry with this formula, charge and spin   154.8 kJ/mol

A structure of composition C12H22BClN6PtS. Source: OMol25; level of theory: ωB97M-V/def2-TZVPD.

Geometry as XYZ:
```
44
Properties=species:S:1:pos:R:3:lowdin_spin:R:1
Pt -0.8818 0.9729 0.2981 1.242
B 1.1938 0.5868 3.3019 0.001
N 0.7443 1.9987 2.7684 0.011
C 1.1085 3.1279 3.3930 0.001
C 0.6403 4.2143 2.6793 0.003
C -0.0248 3.6467 1.5959 0.016
N 0.0521 2.3185 1.6641 0.145
N 0.4785 -0.6390 2.6112 0.011
C 0.6705 -1.8909 3.0552 0.000
C -0.1113 -2.7583 2.3136 0.003
C -0.7657 -1.9288 1.4051 0.015
N -0.3931 -0.6658 1.5939 0.142
H 2.3885 0.4674 3.1281 0.000
H 0.9005 0.5515 4.4764 0.000
H 1.6782 3.0802 4.3068 0.001
H 0.7591 5.2584 2.9111 0.001
H -0.5461 4.1149 0.7774 0.005
H 1.3291 -2.0736 3.8895 0.001
H -0.2030 -3.8258 2.4248 0.001
H -1.5042 -2.1641 0.6550 0.005
Cl -3.5070 0.1477 2.0482 0.020
C -2.8763 1.2402 0.7534 0.174
H -3.0351 2.2542 1.1109 0.016
H -3.5069 1.0622 -0.1140 0.035
C -0.0875 -2.7221 -2.1743 0.001
N 0.8395 -1.6264 -1.8899 0.010
C 1.9180 -1.9750 -0.9642 0.001
C 0.5302 -0.3454 -2.1502 0.022
S 1.1799 0.9220 -1.2048 0.048
N -0.3085 -0.1244 -3.2012 0.015
C -0.9165 1.1890 -3.3755 0.022
C -0.0720 -0.8100 -4.4759 0.001
H -0.2370 -3.2903 -1.2546 0.000
H 0.3036 -3.4007 -2.9338 0.000
H -1.0451 -2.3293 -2.5016 0.000
H 2.2622 -2.9779 -1.2169 0.000
H 1.5725 -1.9606 0.0694 0.000
H 2.7388 -1.2737 -1.0657 0.001
H -1.3780 1.5196 -2.4507 0.029
H -1.6856 1.0955 -4.1409 0.000
H -0.1832 1.9378 -3.6823 0.000
H 0.6436 -1.6148 -4.3602 0.000
H 0.3372 -0.0949 -5.1933 0.001
H -1.0001 -1.2147 -4.8805 0.000
```

Kohn-Sham gap (spin up / spin down)   7.6 / 7.5 eV
Spin multiplicity   3
ΔE to the lowest compared entry with this formula, charge and spin   31.5 kJ/mol

A structure of composition C70H67N9O4PS2Sc. Source: OMol25; level of theory: ωB97M-V/def2-TZVPD.

Geometry as XYZ:
```
154
Properties=species:S:1:pos:R:3:lowdin_charge:R:1
Sc 0.2809 -0.2617 0.0582 1.002
C -2.3765 4.4434 2.2173 -0.005
N -1.3798 3.3751 2.2399 -0.044
C -1.1265 2.4799 1.2598 -0.447
N -0.1264 1.6628 1.5886 0.079
C 0.2861 2.0797 2.8500 -0.159
C -0.5060 3.1287 3.2634 -0.104
C -0.5033 3.8592 4.5442 -0.176
C -1.6547 3.8926 5.3311 -0.041
C -1.6456 4.5349 6.5596 -0.064
C -0.4879 5.1515 7.0131 -0.062
C 0.6587 5.1271 6.2311 -0.052
C 0.6537 4.4859 5.0022 -0.012
C 1.3757 1.5981 3.7336 -0.228
C 1.0532 0.8667 4.8742 -0.041
C 2.0286 0.5654 5.8124 -0.051
C 3.3278 1.0218 5.6338 -0.059
C 3.6435 1.7877 4.5215 -0.062
C 2.6690 2.0800 3.5789 -0.071
P -2.1612 2.4849 -0.2082 1.190
C -1.0077 2.2267 -1.5795 -0.452
N -0.4856 1.0950 -2.0487 0.094
C -0.0714 1.3871 -3.3348 -0.167
C -0.3337 2.7094 -3.6215 -0.121
N -0.9152 3.2303 -2.4971 -0.051
C -1.2740 4.6279 -2.2563 -0.011
C -0.0853 3.4753 -4.8540 -0.180
C -1.1125 4.2065 -5.4546 -0.041
C -0.8647 4.9517 -6.5973 -0.059
C 0.4079 4.9709 -7.1517 -0.060
C 1.4248 4.2206 -6.5771 -0.054
C 1.1821 3.4772 -5.4326 -0.016
C 0.4185 0.4701 -4.3924 -0.175
C -0.3703 0.3481 -5.5408 -0.026
C 0.0590 -0.4052 -6.6215 -0.057
C 1.2969 -1.0340 -6.5801 -0.067
C 2.0920 -0.9056 -5.4516 -0.070
C 1.6539 -0.1609 -4.3624 -0.045
C -2.8715 0.8295 -0.0858 -0.429
N -2.2782 -0.3676 -0.0692 0.096
C -3.3231 -1.2847 -0.0246 -0.159
C -4.5214 -0.6143 0.0273 -0.132
N -4.2228 0.7143 -0.0217 -0.042
C -5.2468 1.7576 -0.0274 0.007
C -5.8993 -1.1479 0.0692 -0.187
C -6.5410 -1.5039 -1.1149 -0.024
C -7.8178 -2.0452 -1.0782 -0.059
C -8.4573 -2.2370 0.1388 -0.062
C -7.8241 -1.8768 1.3204 -0.060
C -6.5488 -1.3314 1.2873 -0.029
C -3.3706 -2.7679 -0.0967 -0.174
C -3.6725 -3.5139 1.0385 -0.045
C -3.9161 -4.8775 0.9446 -0.052
C -3.8892 -5.5068 -0.2919 -0.061
C -3.6500 -4.7591 -1.4365 -0.063
C -3.4066 -3.3977 -1.3380 -0.058
H -2.3690 4.9481 1.2555 0.077
H -2.1323 5.1581 2.9955 0.099
H -3.3757 4.0530 2.4058 0.098
H -2.5552 3.3881 4.9959 0.117
H -2.5428 4.5481 7.1660 0.111
H -0.4781 5.6485 7.9743 0.113
H 1.5646 5.6090 6.5773 0.114
H 1.5500 4.4700 4.3959 0.116
H 0.0278 0.5530 5.0401 0.115
H 1.7659 -0.0016 6.6971 0.111
H 4.0901 0.7916 6.3679 0.111
H 4.6493 2.1679 4.3859 0.116
H 2.9069 2.7078 2.7279 0.119
H -0.8870 5.2370 -3.0649 0.094
H -0.8319 4.9686 -1.3215 0.092
H -2.3544 4.7531 -2.2080 0.092
H -2.1148 4.1717 -5.0422 0.120
H -1.6665 5.5160 -7.0572 0.113
H 0.6079 5.5656 -8.0336 0.114
H 2.4127 4.2162 -7.0200 0.113
H 1.9763 2.8986 -4.9736 0.115
H -1.3308 0.8485 -5.5817 0.126
H -0.5620 -0.4852 -7.5054 0.114
H 1.6473 -1.6067 -7.4305 0.112
H 3.0708 -1.3692 -5.4244 0.109
H 2.2927 -0.0441 -3.5011 0.066
H -5.8095 1.7287 0.9030 0.105
H -5.9341 1.5859 -0.8523 0.105
H -4.7893 2.7332 -0.1417 0.053
H -6.0324 -1.3636 -2.0623 0.120
H -8.3115 -2.3193 -2.0023 0.112
H -9.4493 -2.6688 0.1669 0.113
H -8.3206 -2.0242 2.2713 0.112
H -6.0505 -1.0540 2.2100 0.119
H -3.7400 -3.0183 1.9993 0.103
H -4.1481 -5.4437 1.8385 0.115
H -4.0836 -6.5691 -0.3670 0.112
H -3.6814 -5.2320 -2.4110 0.112
H -3.2910 -2.8038 -2.2329 0.104
C -0.7350 -2.4630 -3.1324 0.030
C 0.6046 -2.4331 -2.4523 -0.474
O 0.7903 -1.7008 -1.4605 -0.095
N 1.5137 -3.2084 -3.0333 0.135
C 2.9636 -3.3592 -2.8347 -0.078
C 3.3954 -4.2356 -1.6839 -0.277
C 3.8564 -5.5233 -1.9207 -0.013
C 4.2172 -6.3102 -0.8374 -0.043
C 4.1143 -5.7748 0.4348 -0.041
C 3.6851 -4.4619 0.5659 -0.121
N 3.3322 -3.7003 -0.4689 0.115
H -1.3474 -1.6532 -2.7451 0.080
H -1.2242 -3.4175 -2.9339 0.089
H -0.6133 -2.3452 -4.2105 0.095
H 1.1566 -3.7213 -3.8220 0.153
H 3.4130 -2.3714 -2.7449 0.109
H 3.3229 -3.8153 -3.7543 0.127
H 3.9362 -5.9063 -2.9308 0.117
H 4.5732 -7.3215 -0.9861 0.118
H 4.3724 -6.3576 1.3091 0.112
H 3.6149 -3.9833 1.5376 0.097
S 4.4538 0.7497 -2.0212 1.098
C 3.6060 2.2374 -2.0544 -0.346
C 2.4091 2.0988 -1.4367 -0.230
N 2.1532 0.8398 -0.9466 -0.105
C 3.1603 0.0328 -1.1825 -0.538
H 4.0286 3.1202 -2.5071 0.084
H 1.6911 2.8946 -1.2909 0.116
H 3.1895 -0.9957 -0.8366 0.049
O 8.8089 0.0215 3.2375 0.133
C 8.0355 0.6725 2.3490 -0.481
O 8.5043 1.5340 1.6617 0.128
C 6.5898 0.2810 2.2624 -0.132
C 5.7391 1.1636 1.6058 -0.010
C 4.4002 0.8659 1.4337 -0.144
C 3.8689 -0.3407 1.8968 -0.605
S 2.1922 -0.8424 1.7421 0.751
C 4.7200 -1.2081 2.5857 -0.107
C 6.0580 -0.9022 2.7674 -0.015
H 8.2991 -0.5986 3.7677 0.094
H 6.1579 2.0953 1.2462 0.128
H 3.7547 1.6025 0.9778 0.087
H 4.3134 -2.1270 2.9922 0.095
H 6.6761 -1.6218 3.2944 0.116
C -2.0187 -1.3546 3.3834 -0.040
C -0.5634 -1.4781 2.9674 -0.291
O -0.4040 -2.0134 1.6319 -0.325
C -0.4166 -3.4555 1.6618 -0.220
C -0.1347 -4.0569 0.3081 -0.034
H -2.0689 -0.7761 4.3082 0.083
H -2.4758 -2.3262 3.5743 0.072
H -2.5953 -0.8323 2.6160 0.067
H -0.0105 -2.1051 3.6675 0.129
H -0.0900 -0.5029 2.9742 0.027
H -1.3871 -3.7834 2.0288 0.103
H 0.3468 -3.7760 2.3766 0.131
H -0.3671 -5.1224 0.3308 0.102
H 0.9116 -3.9260 0.0392 0.055
H -0.7651 -3.5880 -0.4410 0.054
```

Net charge   +2
Kohn-Sham gap   6.9 eV
Spin multiplicity   1
ΔE to the lowest compared entry with this formula, charge and spin   33.2 kJ/mol

The molecule C5H11NO4S at a distorted geometry. Source: OMol25; level of theory: ωB97M-V/def2-TZVPD.

Geometry as XYZ:
```
22
Properties=species:S:1:pos:R:3:lowdin_charge:R:1
C -1.6433 -0.9507 2.0600 0.022
C -0.7678 0.2316 1.6736 -0.478
C 0.7963 -1.1574 0.3952 -0.193
C 1.2998 -0.8736 -1.0373 -0.179
C 0.3259 -0.0387 -1.9059 -0.197
H -2.2577 -1.2320 1.2561 0.072
H -1.1165 -1.8237 2.4006 0.080
H -2.3763 -0.6166 2.7882 0.092
H 1.0549 0.8018 1.0089 0.138
H 0.0187 -1.8797 0.3403 0.109
H 1.6202 -1.6403 0.9208 0.125
H 2.2171 -0.2967 -1.1129 0.105
H 1.5227 -1.8551 -1.4645 0.116
H 0.6068 -0.0238 -2.9713 0.098
H -0.7671 -0.2691 -1.8500 0.115
H -0.8456 1.9713 0.3015 0.041
N 0.4143 0.0222 1.0687 0.062
O -1.1530 1.3963 1.8431 0.022
O -0.9566 1.8931 -0.6762 -0.193
O 0.1510 2.5079 -2.8002 -0.286
O 1.4993 2.0597 -0.6752 -0.326
S 0.3568 1.7735 -1.5634 0.655
```

Kohn-Sham gap   10.7 eV
Structure (SMILES)   CC(=O)NCCCS(=O)(=O)O
Spin multiplicity   1
ΔE to the lowest compared entry with this formula, charge and spin   81.1 kJ/mol